A) 13
Properties=species:S:1:pos:R:3:mulliken_charge:R:1 method="wB97M-V/def2-TZVPD" homo_lumo_gap_ev=9.13 total_charge=0 molar_mass_g_mol=336.90
I -4.59780 -1.62140 0.04165 0.1162
I -4.35829 1.75155 0.16029 0.1707
O -1.62547 2.09758 -1.16992 -0.5821
N 0.12006 0.57135 -0.81291 -0.2297
C 0.59902 -0.61020 -0.15340 -0.7595
C -1.18053 1.00172 -0.86220 0.6288
C -3.34273 0.00662 -0.26859 -0.5487
C -2.08128 -0.14947 -0.58600 -0.3427
H 0.70007 1.38690 -0.91479 0.2533
H -1.75659 -1.11840 -0.78089 0.3678
H 1.44910 -0.83498 -0.59478 0.3553
H -0.11287 -1.35491 -0.27372 0.2937
H 0.75843 -0.32685 0.88749 0.2770

***

B) 13
Properties=species:S:1:pos:R:3:mulliken_charge:R:1 method="wB97M-V/def2-TZVPD" homo_lumo_gap_ev=8.66 total_charge=0 molar_mass_g_mol=336.90
I 2.57806 -1.96282 0.32041 0.0430
I 2.11204 1.60247 0.05429 0.2232
O -1.86221 0.74394 -1.64350 -0.6539
N -1.11233 0.59159 0.51927 -0.0495
C -0.33297 -0.03864 1.47251 -0.4928
C 0.29150 -0.46684 -1.16365 -0.2964
C -1.00637 0.34804 -0.80378 0.3296
C 1.19592 -0.24262 -0.03959 -0.5996
H -0.13205 -1.49537 -1.43715 0.3437
H 0.47481 0.12574 -2.15856 0.2612
H 0.20198 0.48301 2.23278 0.3803
H -1.70794 1.34010 0.84669 0.2455
H -0.70044 -1.02861 1.80030 0.2656

***

Quick one: most stable of them? A)

***

A) 32
Properties=species:S:1:pos:R:3:mulliken_charge:R:1 method="wB97M-V/def2-TZVPD" homo_lumo_gap_ev=9.44 total_charge=+1 molar_mass_g_mol=205.28
N -1.21238 0.57905 -1.20416 -0.6867
N 0.14495 0.16179 0.65608 0.0876
N -0.73617 -1.89965 -0.79262 -0.5513
N -2.80931 1.16608 -2.79309 -0.4161
C -0.11833 -0.11724 -0.77485 1.1731
C 0.94107 -1.00840 1.32494 -0.6932
C 2.16079 -0.11048 -2.09150 0.0783
C -1.35839 -2.11731 -1.83840 -0.2572
C 0.94320 -0.75968 2.82138 -0.6014
C -1.87942 -1.09871 -2.83265 -0.7976
C 1.62285 0.61986 3.09568 -0.5945
C -1.92142 0.21996 -2.26417 0.5220
C 1.08276 -0.24259 -1.58533 -1.2956
C 0.91714 1.40458 0.87230 -0.6849
C 0.94655 1.73893 2.35313 -0.6695
H 2.61561 0.42605 2.69378 0.2770
H -2.84940 -1.46119 -3.27618 0.4696
H -2.98817 2.04973 -2.34351 0.2501
H 0.25788 -1.85307 1.01963 0.4184
H 1.76526 -1.07103 0.57217 0.5219
H -3.43556 0.71291 -3.46625 0.2303
H 2.98631 -0.18117 -2.76134 0.4847
H 1.43929 2.67728 2.65290 0.3405
H 0.69777 2.34005 0.20382 0.3234
H -1.20353 -1.03154 -3.68362 0.2908
H -0.11187 -0.67246 3.19691 0.2834
H -1.81794 -3.07052 -1.89066 0.4630
H 1.28035 -1.52530 3.55831 0.3798
H -0.11950 1.84709 2.58861 0.3183
H 1.55988 0.82477 4.19464 0.3775
H 1.87159 1.16104 0.66896 0.4977
H -0.67185 0.29117 1.12510 0.4608

***

B) 32
Properties=species:S:1:pos:R:3:mulliken_charge:R:1 method="wB97M-V/def2-TZVPD" homo_lumo_gap_ev=9.01 total_charge=+1 molar_mass_g_mol=205.28
N 1.20789 -0.69031 -1.19340 0.8963
N -2.07238 -0.29734 2.09379 -0.7037
N -1.25097 -2.69855 1.26612 -0.3041
N 1.40398 -1.93180 -0.98562 -0.9944
C 0.61743 -2.57499 -0.22998 -0.4446
C 0.53844 1.56851 -0.47549 -1.9348
C -0.44367 -2.05036 0.48454 0.2833
C -3.19142 0.23765 2.82090 -1.0498
C 3.31324 0.49085 -1.37214 -0.0431
C -1.64211 0.15654 1.00318 0.6206
C -0.50232 -0.53910 0.40249 1.1534
C 0.33695 0.08817 -0.47905 0.6313
C 4.22481 1.29042 -1.94604 -1.0113
C -2.46929 1.30169 0.29451 -2.0447
C 2.18210 -0.11432 -2.06801 -0.6137
H 4.46896 1.50307 -2.97811 0.2982
H -2.66136 2.13562 0.96395 0.4718
H 1.86707 0.85894 -2.69086 0.2766
H 1.54789 1.86446 -0.22899 0.3990
H 0.79748 -3.71263 -0.26546 0.2595
H -3.68960 -0.64193 3.22170 0.3315
H -3.94391 0.73137 2.22054 0.3925
H -2.74417 0.96122 3.49451 0.3434
H 0.20489 1.89000 -1.44404 0.4995
H 2.55841 -0.89994 -2.71678 0.4209
H -3.34567 0.90989 -0.02575 0.5548
H 4.94853 1.85197 -1.30781 0.2390
H -2.00528 -1.98578 1.56268 0.3232
H -0.19551 2.00494 0.17420 0.4708
H 3.26393 0.37019 -0.31693 0.5051
H -1.98413 1.68447 -0.52949 0.5109
H -1.34024 -3.76294 1.25084 0.2625

***

C) 32
Properties=species:S:1:pos:R:3:mulliken_charge:R:1 method="wB97M-V/def2-TZVPD" homo_lumo_gap_ev=7.16 total_charge=+1 molar_mass_g_mol=205.28
N -3.14160 -0.66918 -2.13116 -0.3757
N -1.98254 1.25799 -2.66556 -0.3454
N -3.43136 1.25144 -0.89051 -0.1402
N 1.99949 -1.14580 -0.87179 -0.0147
C -3.21797 2.65347 -0.54499 -1.0701
C -0.82227 -0.18788 1.33401 -0.2701
C 4.52658 -0.73358 1.82008 -1.2761
C 3.28920 -1.17445 -0.38373 -0.6953
C -0.22151 -0.57594 0.14880 -0.7590
C 1.16318 -0.75591 0.14531 -0.4885
C 1.32398 -0.14907 2.47548 -0.4133
C 1.94868 -0.54975 1.29199 1.0564
C 3.32275 -0.81858 0.92711 0.5519
C -0.05523 0.02030 2.48299 -0.7892
C -2.85790 0.60801 -1.89675 0.7270
H -1.76446 2.23782 -2.53890 0.1898
H 5.26254 -1.47276 1.50525 0.3744
H -0.50716 0.32265 3.41846 0.3836
H -2.15009 2.85360 -0.44851 0.3743
H -3.60306 3.28943 -1.34774 0.3877
H -4.04318 0.73418 -0.29281 0.2343
H 4.23979 -0.96384 2.84397 0.3420
H 5.00094 0.24398 1.77185 0.2645
H -1.50721 0.78909 -3.42023 0.2067
H -3.74363 2.90794 0.36586 0.3176
H 1.74182 -1.35658 -1.81814 0.1552
H 1.86668 -0.00166 3.39844 0.3649
H -1.89561 -0.04940 1.38503 0.3781
H -3.81809 -1.17099 -1.59017 0.1850
H -0.77097 -0.75265 -0.76750 0.5254
H 4.17314 -1.40770 -0.95496 0.4133
H -2.72862 -1.14880 -2.90315 0.2052

***

Quick one: most stable of them? C)

***

A) 23
Properties=species:S:1:pos:R:3:mulliken_charge:R:1 method="wB97M-V/def2-TZVPD" s_squared=0.75 homo_lumo_gap_ev="2.22 / 9.30" total_charge=-1 molar_mass_g_mol=117.19 multiplicity=2
O 3.30000 -4.85466 -0.13447 -1.9262
N -1.42027 0.05604 1.33059 -0.1896
C 0.26553 2.24416 -0.52173 -0.4298
C -0.76556 1.17642 -0.87501 -1.0013
C 1.30294 2.53894 -1.28143 -0.8054
C -0.76095 -0.10510 -0.02555 0.1895
C -1.52103 -1.24761 -0.68232 -1.9963
C -0.55951 0.66033 2.32428 -1.2475
H -2.58673 -0.97887 -0.68979 0.2181
H 3.51193 -3.91880 -0.25445 0.7497
H 1.67926 2.07043 -2.17436 0.7523
H -2.29026 0.55477 1.18072 0.2733
H -0.38995 1.74392 2.21984 0.2618
H 1.82850 3.46979 -1.05040 0.2749
H -1.73694 1.67876 -0.84192 0.3691
H -1.50443 -2.18894 -0.13394 0.3628
H 0.25081 -0.44374 0.19530 0.5427
H 0.50366 0.38006 2.29090 0.3830
H 3.50372 -5.27429 -1.00105 0.6440
H -1.13991 -1.45444 -1.68742 0.7464
H -0.85391 0.35729 3.32770 0.3488
H -0.15619 2.74614 0.34308 0.0856
H -0.46072 0.78938 -1.85856 0.3942

***

B) 23
Properties=species:S:1:pos:R:3:mulliken_charge:R:1 method="wB97M-V/def2-TZVPD" s_squared=0.75 homo_lumo_gap_ev="2.52 / 8.63" total_charge=-1 molar_mass_g_mol=117.19 multiplicity=2
O -2.58014 -2.41839 -1.09523 -1.6463
N 0.16109 0.06203 0.93027 0.1900
C 1.91951 -0.93108 -0.50563 -1.8277
C 0.63152 -0.09936 -0.48901 0.4255
C -1.02784 -0.73454 1.17433 -1.8152
C 0.94128 2.16974 0.27786 -0.6578
C -0.03758 1.49698 1.21716 -0.8340
C 0.79511 1.31977 -0.98801 -1.1235
H 0.26407 1.64168 2.25404 0.3514
H -0.84796 -1.78801 0.93840 0.4222
H -1.25646 -0.68537 2.23770 0.3698
H 0.69724 3.20929 0.06942 0.4133
H -1.99107 -3.05916 -1.53155 0.4958
H -0.16513 -0.63973 -1.00245 0.1613
H 1.93401 2.10624 0.71272 0.2550
H 2.79491 -0.34034 -0.78464 0.3363
H -3.20726 -2.02616 -1.72678 0.6377
H 2.05040 -1.39167 0.46914 0.3623
H 1.57413 1.53394 -1.72698 0.4243
H -0.13103 1.64433 -1.45844 0.5400
H -1.87434 -0.46422 0.54252 0.4586
H -1.08085 1.80261 1.05191 0.4462
H 1.85270 -1.75923 -1.21335 0.6148

***

Quick one: most stable of them? B)

***

A) 8
Properties=species:S:1:pos:R:3:mulliken_charge:R:1 method="wB97M-V/def2-TZVPD" s_squared=2.01 homo_lumo_gap_ev="7.45 / 7.50" total_charge=+1 molar_mass_g_mol=58.06 multiplicity=3
N -0.96301 0.85594 0.03375 -0.0585
N 1.39584 -0.20207 -0.18551 -0.3204
N -1.20326 -0.63221 -0.13920 -0.1753
C 0.11218 0.13199 -0.16022 0.4339
H -1.54266 1.70679 0.05228 0.3306
H 2.07015 0.36298 0.16942 0.2187
H -1.40048 -1.13240 0.77270 0.3326
H 1.53123 -1.09102 -0.54322 0.2383

***

B) 8
Properties=species:S:1:pos:R:3:mulliken_charge:R:1 method="wB97M-V/def2-TZVPD" s_squared=2.01 homo_lumo_gap_ev="8.56 / 7.75" total_charge=+1 molar_mass_g_mol=58.06 multiplicity=3
N 2.17329 0.41104 -0.47293 -0.2565
N 1.26135 -0.36582 -0.21167 0.1101
N -0.85006 0.63389 -0.04450 -0.0455
C -0.11438 -0.57572 0.12397 -0.1185
H -0.89307 1.23236 -0.84803 0.3236
H -0.23289 -1.49084 -0.59588 0.3183
H -1.08322 1.16314 0.80647 0.3392
H -0.26101 -1.00805 1.24257 0.3294

***

Quick one: most stable of them? B)

***

A) 7
Properties=species:S:1:pos:R:3:mulliken_charge:R:1 method="wB97M-V/def2-TZVPD" homo_lumo_gap_ev=9.22 total_charge=0 molar_mass_g_mol=129.07
S 0.09583 0.79905 -0.62142 1.2443
F 0.91471 -0.74891 1.46342 -0.2625
O 0.74257 1.63992 0.29971 -0.4299
O -1.19733 1.04536 -1.08867 -0.4544
O 0.74298 -0.28023 -1.30344 -0.4422
O -0.88428 -1.75032 0.57326 -0.1725
N -0.41448 -0.70487 0.67714 0.5173

***

B) 7
Properties=species:S:1:pos:R:3:mulliken_charge:R:1 method="wB97M-V/def2-TZVPD" homo_lumo_gap_ev=10.64 total_charge=0 molar_mass_g_mol=129.07
S -1.74453 0.01784 -0.57403 0.8124
F 1.16250 -0.26064 -1.08731 -0.3968
O -1.10631 0.61729 0.63509 -0.4169
O 0.89822 -1.29960 0.96248 -0.3267
O 2.12497 0.50663 0.79416 -0.3749
O -2.75272 0.78453 -1.25552 -0.3882
N 1.41788 -0.36605 0.52514 1.0910

***

Quick one: most stable of them? B)

***

A) 44
Properties=species:S:1:pos:R:3:mulliken_charge:R:1 method="wB97M-V/def2-TZVPD" homo_lumo_gap_ev=8.78 total_charge=0 molar_mass_g_mol=344.44
S 4.32994 -0.95354 0.56170 -0.1104
O -0.97879 -2.31694 -0.22182 -0.3964
O 1.26981 -1.40143 -1.36635 -0.5901
O 2.90772 1.92317 1.00182 -0.6327
N 1.26995 -1.31667 0.91310 0.1089
N 1.82667 1.36081 -0.92518 -0.1259
C -2.32935 -0.50254 0.70674 -0.2693
C -0.48051 1.58187 -1.50787 -0.4237
C 2.86738 1.33029 -0.05361 0.4256
C -1.24187 1.06983 2.16403 -0.9524
C 0.02444 -0.68707 1.12706 0.4623
C 1.79839 -1.60997 -0.29275 0.2983
C 4.04128 0.48186 -0.53154 -0.6420
C -1.69791 2.22649 -1.41683 -0.6090
C -2.37745 0.61483 1.52217 -1.0353
C -1.84034 3.33479 -0.59846 -0.5162
C -2.06368 -2.84323 -0.95652 -0.6124
C 0.60856 2.03945 -0.77078 0.5619
C -0.75625 3.79062 0.13054 -0.6736
C 0.46792 3.15201 0.05017 -0.2819
C -2.99106 -3.70115 -0.09948 -1.0932
C 3.20555 -2.17320 -0.20321 -0.9736
C -1.13408 -1.18519 0.50741 0.6685
C -0.03970 0.41757 1.95984 -0.1356
H -2.79236 3.83956 -0.53039 0.4214
H 1.30804 3.50515 0.62384 0.4511
H 1.89943 -1.33330 1.70572 0.4453
H 0.86564 0.77912 2.42440 0.3060
H 4.95084 1.07683 -0.44542 0.4139
H -2.61924 -2.03990 -1.45424 0.3739
H -3.23743 -0.83980 0.23331 0.4316
H 3.24604 -3.05337 0.43668 0.3599
H -1.28403 1.93360 2.80768 0.3915
H -3.77678 -4.12293 -0.72035 0.3788
H 3.57155 -2.42237 -1.19963 0.4302
H -2.42676 -4.51190 0.35436 0.3163
H -3.31877 1.12467 1.66041 0.4165
H -1.59355 -3.46242 -1.72602 0.4002
H -3.44466 -3.11386 0.69511 0.3196
H -0.86028 4.65554 0.76875 0.4122
H -0.36504 0.71012 -2.13571 0.2532
H 3.92685 0.11675 -1.55074 0.3097
H 1.80320 0.66217 -1.65914 0.3108
H -2.53930 1.86369 -1.98876 0.4062

***

B) 44
Properties=species:S:1:pos:R:3:mulliken_charge:R:1 method="wB97M-V/def2-TZVPD" homo_lumo_gap_ev=8.71 total_charge=0 molar_mass_g_mol=344.44
S -1.64689 -1.87476 -3.58071 -0.2095
O 2.35678 -2.77640 3.12187 -0.4933
O 0.39053 -3.92235 2.76027 -0.4835
O 1.64835 1.59668 -3.02795 -0.6676
N 0.27688 2.31145 1.69311 0.1602
N 0.52571 1.46747 -1.08297 0.2198
C 0.14674 1.68748 3.00224 -1.8167
C -0.59581 -1.03032 -2.51323 -0.4759
C 1.35318 -0.51549 3.12647 -0.8643
C -1.03730 -0.52916 2.79477 -0.5148
C -0.84900 2.14055 0.79208 -1.1791
C -1.06789 -1.91871 2.69978 -1.0594
C 1.55145 2.03484 1.04437 -0.3095
C 1.32171 -1.88445 3.02960 0.7939
C -1.62687 -0.55494 -4.71196 0.7633
C 0.14218 0.17519 2.99376 0.7780
C 1.47693 2.35705 -0.43925 -1.1782
C -0.83681 0.45240 -4.26389 -1.0635
C -2.40620 -0.63117 -5.97530 -1.2098
C -0.60515 1.06790 -0.27296 -0.3638
C 0.72109 1.14095 -2.38095 0.3891
C -0.24841 0.19397 -2.99512 0.3743
C 0.13093 -2.57858 2.81203 0.9720
C 1.78156 -4.05492 2.95902 -0.2659
H 2.27891 0.00192 3.31840 0.4757
H 1.18420 3.40326 -0.58556 0.2590
H -0.66173 1.36446 -4.80520 0.3857
H -1.97020 0.00866 2.71983 0.3947
H -1.03288 3.09766 0.28881 0.3522
H -2.26245 0.27818 -6.55352 0.3520
H -1.48996 0.95450 -0.90435 0.6889
H 2.23304 -4.55416 2.08679 0.2566
H -0.27853 -1.51150 -1.60971 0.5883
H 0.98572 2.04699 3.60438 0.4615
H -1.98909 -2.45552 2.54841 0.4420
H -0.77796 2.06235 3.44759 0.5262
H 2.31700 2.65656 1.51988 0.4309
H -3.46893 -0.75272 -5.76658 0.3138
H -0.40874 0.10821 0.22333 0.0730
H 1.84943 0.98023 1.15226 0.2558
H -2.08474 -1.48291 -6.57388 0.3179
H 2.44618 2.20774 -0.92059 0.4943
H -1.74208 1.89229 1.36465 0.3869
H 1.96914 -4.66088 3.85999 0.2485

***

Quick one: most stable of them? A)